{"formula": "C23H16N3O3Os", "method": "wB97M-V/def2-TZVPD", "symbols": ["Os", "C", "O", "C", "C", "C", "C", "C", "C", "O", "C", "O", "C", "H", "H", "H", "H", "H", "H", "H", "H", "H", "N", "C", "C", "C", "N", "C", "N", "C", "C", "C", "C", "C", "C", "C", "C", "C", "C", "H", "H", "H", "H", "H", "H", "H"], "positions_angstrom": [[-0.4081, -0.1492, -0.1526], [3.6236, 1.3790, 5.0365], [2.9316, 0.2218, 5.4232], [2.2985, -0.4213, 4.4310], [1.7856, -1.7299, 4.7855], [0.9927, -2.3553, 3.8560], [0.5280, -1.7185, 2.6729], [-0.3813, -2.3419, 1.7720], [-1.0772, -3.4978, 2.2608], [-0.4120, -2.0392, 0.4978], [1.2753, -0.5168, 2.2908], [1.1074, 0.1257, 1.1494], [2.1581, 0.0708, 3.1696], [3.0789, 2.2202, 4.4830], [4.5123, 1.0657, 4.4485], [3.8955, 1.8643, 5.9557], [1.9849, -2.0733, 5.8076], [0.5886, -3.2822, 4.0764], [-0.5812, -4.4424, 1.9546], [-2.0265, -3.5821, 1.8094], [-1.1797, -3.5048, 3.3977], [2.5734, 1.0191, 2.7880], [-0.3142, 1.6499, -0.5346], [0.0536, 2.6704, -1.0096], [0.8339, 3.7364, -1.3098], [1.8017, 4.1860, -0.3730], [2.6612, 4.4967, 0.3451], [0.9478, 4.3381, -2.6388], [1.0571, 4.9253, -3.6342], [-1.6465, 1.5453, -5.4068], [-0.5398, 1.6888, -4.5887], [-0.3882, 0.8809, -3.4640], [-1.4703, 0.0737, -2.9952], [-1.5938, -0.5870, -1.6638], [-2.4504, -1.6561, -1.5091], [-3.2308, -2.0565, -2.6070], [-3.3137, -1.3666, -3.7890], [-2.5078, -0.1960, -3.9962], [-2.5511, 0.5417, -5.1821], [-1.8635, 2.1559, -6.2804], [0.1510, 2.5573, -4.8545], [0.5709, 0.7952, -2.8987], [-2.4514, -2.2123, -0.5095], [-3.8191, -2.9763, -2.4924], [-3.9194, -1.7319, -4.5904], [-3.2854, 0.2292, -5.9310]], "charge": 1, "homo_lumo_gap_ha": [0.2748, 0.1983], "spin_multiplicity": 5, "homo_energy_ev": [-11.565, -11.678], "energy_ev": -37177.746}